[1]
Entry from OMol25: a 8-piece molecular cluster, C40H102F3N7O17 overall (ωB97M-V with the def2-TZVPD basis set).

Last columns: bonded neighbours and bond lengths (Å).
CARTESIAN COORDINATES (ANGSTROEM)
1 N 0.4760 -0.0431 1.2542  O2 1.209, O3 1.253, O4 1.248
2 O 0.3357 0.2906 0.1009  N1 1.209
3 O -0.4945 -0.2340 2.0230  N1 1.253
4 O 1.6371 -0.2601 1.6582  N1 1.248
5 C 0.2489 3.4566 -9.1703  O6 1.427, O7 1.400, C8 1.621, H19 1.090
6 O 0.0664 2.5340 -8.0975  C5 1.427, C12 1.435
7 O 0.7376 4.6400 -8.6029  C5 1.400
8 C 1.1048 2.7104 -10.3267  C5 1.621, F9 1.392, F10 1.353, F11 1.365
9 F 1.8449 3.5637 -11.1400  C8 1.392
10 F 2.0068 1.8663 -9.7745  C8 1.353
11 F 0.3891 2.0170 -11.2589  C8 1.365
12 C -0.9188 1.5086 -8.2900  O6 1.435, C13 1.497, H17 1.090, H18 1.090
13 C -0.8038 0.5339 -7.1590  C12 1.497, H14 1.090, H15 1.090, H16 1.090
14 H 0.1639 0.0329 -7.1829  C13 1.090
15 H -0.6499 1.0008 -6.1861  C13 1.090
16 H -1.6010 -0.2080 -7.1128  C13 1.090
17 H -0.9866 0.9825 -9.2422  C12 1.090
18 H -1.8824 2.0154 -8.2374  C12 1.090
19 H -0.7181 3.7100 -9.6050  C5 1.090
20 C -0.3486 5.8963 8.8727  O21 1.425, H31 1.090, H32 1.090, H33 1.090
21 O 0.1352 5.1627 7.7510  C20 1.425, C22 1.411
22 C 0.1352 3.7540 7.8348  O21 1.411, C23 1.586, H34 1.090, H35 1.090
23 C 0.5477 3.1012 6.4498  C22 1.586, N24 1.541, H36 1.090, H37 1.090
24 N 1.8586 3.6552 5.8590  C23 1.541, H25 1.010, H26 1.010, C27 1.521
25 H 2.6527 3.4781 6.4575  N24 1.010
26 H 1.9777 3.0700 5.0445  N24 1.010
27 C 1.8531 5.1258 5.4715  N24 1.521, C28 1.524, H38 1.090, H39 1.090
28 C 2.8256 5.4951 4.3571  C27 1.524, O29 1.422, H40 1.090, H41 1.090
29 O 4.1820 5.1023 4.5279  C28 1.422, C30 1.403
30 C 4.9535 4.9456 3.3669  O29 1.403, H42 1.090, H43 1.090, H44 1.090
31 H 0.1225 5.6148 9.8145  C20 1.090
32 H -1.4332 5.8840 8.9807  C20 1.090
33 H -0.1092 6.8915 8.4983  C20 1.090
34 H -0.8372 3.3792 8.1541  C22 1.090
35 H 0.8754 3.4662 8.5813  C22 1.090
36 H -0.1231 3.2697 5.6074  C23 1.090
37 H 0.7120 2.0305 6.5711  C23 1.090
38 H 2.2167 5.5694 6.3984  C27 1.090
39 H 0.8097 5.3706 5.2726  C27 1.090
40 H 2.8194 6.5842 4.3117  C28 1.090
41 H 2.5281 5.0450 3.4100  C28 1.090
42 H 4.5101 4.1151 2.8176  C30 1.090
43 H 5.9900 4.7262 3.6230  C30 1.090
44 H 5.0601 5.8199 2.7248  C30 1.090
45 C 6.3899 9.0362 -4.8408  O46 1.446, H56 1.090, H57 1.090, H58 1.090
46 O 5.6668 7.8620 -4.4049  C45 1.446, C47 1.456
47 C 4.2207 8.0270 -4.4551  O46 1.456, C48 1.535, H59 1.090, H60 1.090
48 C 3.4780 6.8532 -3.8009  C47 1.535, N49 1.534, H61 1.090, H62 1.090
49 N 4.0217 5.5700 -4.4427  C48 1.534, H50 1.010, H51 1.010, C52 1.544
50 H 3.6328 5.5704 -5.3748  N49 1.010
51 H 5.0059 5.7456 -4.5866  N49 1.010
52 C 3.7301 4.2331 -3.7271  N49 1.544, C53 1.520, H63 1.090, H64 1.090
53 C 4.5446 3.1112 -4.3498  C52 1.520, O54 1.408, H65 1.090, H66 1.090
54 O 5.8927 3.4633 -4.5494  C53 1.408, C55 1.389
55 C 6.7161 2.3969 -4.8870  O54 1.389, H67 1.090, H68 1.090, H69 1.090
56 H 7.4502 8.9447 -5.0760  C45 1.090
57 H 6.1364 9.7316 -4.0406  C45 1.090
58 H 6.0115 9.4639 -5.7692  C45 1.090
59 H 3.9295 8.1354 -5.4999  C47 1.090
60 H 3.9401 8.9847 -4.0166  C47 1.090
61 H 2.3903 6.7861 -3.8237  C48 1.090
62 H 3.6781 6.6307 -2.7528  C48 1.090
63 H 2.6442 4.1436 -3.7576  C52 1.090
64 H 4.0143 4.3058 -2.6773  C52 1.090
65 H 3.9694 2.6922 -5.1755  C53 1.090
66 H 4.5767 2.3336 -3.5866  C53 1.090
67 H 6.9229 1.6996 -4.0751  C55 1.090
68 H 7.6607 2.7996 -5.2525  C55 1.090
69 H 6.3630 2.0116 -5.8435  C55 1.090
70 C -11.3626 -7.1324 0.1565  O71 1.446, H81 1.090, H82 1.090, H83 1.090
71 O -10.0517 -7.6372 0.5000  C70 1.446, C72 1.430
72 C -9.6127 -8.8252 -0.1638  O71 1.430, C73 1.556, H84 1.090, H85 1.090
73 C -8.1859 -9.3477 0.1701  C72 1.556, N74 1.585, H86 1.090, H87 1.090
74 N -7.1137 -8.2889 -0.3198  C73 1.585, H75 1.010, H76 1.010, C77 1.550
75 H -7.2172 -8.0849 -1.3036  N74 1.010
76 H -7.2719 -7.4706 0.2506  N74 1.010
77 C -5.6691 -8.8318 -0.1717  N74 1.550, C78 1.604, H88 1.090, H89 1.090
78 C -4.6505 -7.7807 -0.8274  C77 1.604, O79 1.484, H90 1.090, H91 1.090
79 O -5.1267 -6.3980 -0.5744  C78 1.484, C80 1.446
80 C -4.3380 -5.4865 -1.3732  O79 1.446, H92 1.090, H93 1.090, H94 1.090
81 H -11.5878 -6.2244 0.7158  C70 1.090
82 H -12.1729 -7.7935 0.4637  C70 1.090
83 H -11.4547 -6.9188 -0.9084  C70 1.090
84 H -9.5742 -8.5603 -1.2204  C72 1.090
85 H -10.1768 -9.7332 0.0493  C72 1.090
86 H -7.9319 -10.2361 -0.4081  C73 1.090
87 H -8.1711 -9.4603 1.2542  C73 1.090
88 H -5.6875 -9.8438 -0.5762  C77 1.090
89 H -5.5831 -8.9492 0.9085  C77 1.090
90 H -4.5376 -7.9563 -1.8972  C78 1.090
91 H -3.7532 -8.0793 -0.2854  C78 1.090
92 H -4.9706 -4.6046 -1.4736  C80 1.090
93 H -4.1302 -5.9135 -2.3544  C80 1.090
94 H -3.4887 -5.2967 -0.7168  C80 1.090
95 C 5.4816 -4.1067 -4.3863  O96 1.448, H106 1.090, H107 1.090, H108 1.090
96 O 5.8756 -3.5430 -3.1126  C95 1.448, C97 1.441
97 C 5.1192 -3.9292 -1.9488  O96 1.441, C98 1.555, H109 1.090, H110 1.090
98 C 5.8853 -3.5954 -0.6370  C97 1.555, N99 1.499, H111 1.090, H112 1.090
99 N 7.2603 -4.1842 -0.5389  C98 1.499, H100 1.010, H101 1.010, C102 1.547
100 H 7.1775 -5.1624 -0.7760  N99 1.010
101 H 7.8325 -3.9378 -1.3339  N99 1.010
102 C 8.2141 -3.7899 0.6140  N99 1.547, C103 1.498, H113 1.090, H114 1.090
103 C 8.7341 -2.3923 0.7553  C102 1.498, O104 1.392, H115 1.090, H116 1.090
104 O 7.7678 -1.3905 0.7709  C103 1.392, C105 1.422
105 C 7.0632 -1.4010 2.0063  O104 1.422, H117 1.090, H118 1.090, H119 1.090
106 H 5.9763 -5.0759 -4.4492  C95 1.090
107 H 5.9423 -3.4552 -5.1290  C95 1.090
108 H 4.4187 -4.2216 -4.5984  C95 1.090
109 H 4.8901 -4.9890 -2.0602  C97 1.090
110 H 4.2060 -3.3344 -1.9279  C97 1.090
111 H 5.3007 -3.9636 0.2061  C98 1.090
112 H 6.0451 -2.5255 -0.5027  C98 1.090
113 H 8.9896 -4.5461 0.4928  C102 1.090
114 H 7.7435 -4.1916 1.5114  C102 1.090
115 H 9.4154 -2.1538 -0.0614  C103 1.090
116 H 9.3496 -2.4839 1.6502  C103 1.090
117 H 7.6663 -1.7180 2.8571  C105 1.090
118 H 6.2594 -2.1289 1.8964  C105 1.090
119 H 6.6210 -0.4259 2.2104  C105 1.090
120 C -6.1277 8.5103 -4.8951  O121 1.372, H131 1.090, H132 1.090, H133 1.090
121 O -5.7295 7.4266 -4.1537  C120 1.372, C122 1.417
122 C -4.6298 6.6732 -4.6339  O121 1.417, C123 1.510, H134 1.090, H135 1.090
123 C -4.6786 5.2717 -4.0736  C122 1.510, N124 1.528, H136 1.090, H137 1.090
124 N -4.8143 5.2726 -2.5515  C123 1.528, H125 1.010, H126 1.010, C127 1.516
125 H -4.0571 5.6651 -2.0106  N124 1.010
126 H -5.6842 5.6740 -2.2317  N124 1.010
127 C -4.9544 3.9325 -1.8566  N124 1.516, C128 1.552, H138 1.090, H139 1.090
128 C -6.3940 3.3754 -2.0179  C127 1.552, O129 1.402, H140 1.090, H141 1.090
129 O -7.2844 4.4009 -1.6704  C128 1.402, C130 1.392
130 C -8.6219 4.0353 -1.7902  O129 1.392, H142 1.090, H143 1.090, H144 1.090
131 H -6.5446 8.1081 -5.8185  C120 1.090
132 H -5.4184 9.3183 -5.0747  C120 1.090
133 H -6.9577 9.0195 -4.4051  C120 1.090
134 H -3.7449 7.2559 -4.3776  C122 1.090
135 H -4.6525 6.6490 -5.7234  C122 1.090
136 H -3.7367 4.7450 -4.2267  C123 1.090
137 H -5.5284 4.7200 -4.4756  C123 1.090
138 H -4.9029 4.1260 -0.7851  C127 1.090
139 H -4.1740 3.2463 -2.1855  C127 1.090
140 H -6.4249 2.5508 -1.3056  C128 1.090
141 H -6.5778 2.9934 -3.0221  C128 1.090
142 H -9.0648 3.8604 -2.7707  C130 1.090
143 H -9.3341 4.7118 -1.3177  C130 1.090
144 H -8.8167 3.0126 -1.4675  C130 1.090
145 C 2.2577 -8.3116 9.2067  O146 1.407, H156 1.090, H157 1.090, H158 1.090
146 O 1.8350 -7.3461 8.2753  C145 1.407, C147 1.391
147 C 1.2343 -7.8861 7.1434  O146 1.391, C148 1.537, H159 1.090, H160 1.090
148 C 0.7047 -6.7372 6.2707  C147 1.537, N149 1.570, H161 1.090, H162 1.090
149 N -0.2817 -5.8083 7.0643  C148 1.570, H150 1.010, H151 1.010, C152 1.551
150 H -0.9867 -6.4561 7.3857  N149 1.010
151 H 0.2210 -5.5463 7.9003  N149 1.010
152 C -0.8240 -4.5746 6.2958  N149 1.551, C153 1.559, H163 1.090, H164 1.090
153 C -1.9602 -3.9123 7.1335  C152 1.559, O154 1.395, H165 1.090, H166 1.090
154 O -1.3291 -3.3886 8.2624  C153 1.395, C155 1.403
155 C -2.2428 -2.9907 9.2497  O154 1.403, H167 1.090, H168 1.090, H169 1.090
156 H 1.5325 -9.1093 9.3675  C145 1.090
157 H 2.4255 -7.9105 10.2063  C145 1.090
158 H 3.1466 -8.8327 8.8510  C145 1.090
159 H 0.3938 -8.5389 7.3791  C147 1.090
160 H 1.8808 -8.5412 6.5595  C147 1.090
161 H 0.0806 -7.1994 5.5059  C148 1.090
162 H 1.3914 -6.0111 5.8356  C148 1.090
163 H -1.1853 -4.8713 5.3111  C152 1.090
164 H 0.0162 -3.8943 6.1569  C152 1.090
165 H -2.7942 -4.6016 7.2656  C153 1.090
166 H -2.3524 -3.0528 6.5899  C153 1.090
167 H -3.0734 -2.4721 8.7708  C155 1.090
168 H -1.8122 -2.4128 10.0674  C155 1.090
169 H -2.6950 -3.8522 9.7412  C155 1.090

Calculated values
**HOMO**: -9.62 eV
**Net charge**: +4
**Maximum force**: 3.8 eV Å⁻¹
**Energy**: -96473.955 eV
**M**: 1010.282 g mol⁻¹
**Kohn-Sham gap**: 0.1239 Eh
**Energy relative to the best compared isomer or geometry (same formula, charge and spin)**: 2.776 eV

[2]
Entry from OMol25: a 10-piece molecular cluster, C34H64N12O2 overall (ωB97M-V with the def2-TZVPD basis set).

Last columns: bonded neighbours and bond lengths (Å).
CARTESIAN COORDINATES (ANGSTROEM)
1 N 5.2110 0.4140 1.9740  C2 1.265, H5 1.010, H6 1.010
2 C 6.3228 0.5250 2.5665  N1 1.265, N3 1.332, O4 1.258
3 N 7.3268 0.2961 1.7218  C2 1.332, H7 1.010, H8 1.010
4 O 6.4450 0.9848 3.7308  C2 1.258
5 H 5.1354 0.1419 1.0043  N1 1.010
6 H 4.4280 0.8195 2.4666  N1 1.010
7 H 8.2779 0.3392 2.0588  N3 1.010
8 H 7.0608 -0.0303 0.8038  N3 1.010
9 N -1.5350 -5.8244 -5.1901  C10 1.298, H13 1.010, H14 1.010
10 C -2.0986 -6.2773 -4.1117  N9 1.298, N11 1.309, O12 1.193
11 N -1.9183 -5.5149 -3.0629  C10 1.309, H15 1.010, H16 1.010
12 O -2.7015 -7.3062 -4.0747  C10 1.193
13 H -1.0146 -4.9599 -5.2340  N9 1.010
14 H -1.7372 -6.3573 -6.0239  N9 1.010
15 H -2.3961 -5.8854 -2.2539  N11 1.010
16 H -1.4981 -4.5967 -3.0833  N11 1.010
17 C -8.1909 -3.8955 -1.4674  C18 1.555, H22 1.090, H23 1.090, H24 1.090
18 C -8.4691 -5.3578 -1.9162  C17 1.555, C19 1.533, H25 1.090, H26 1.090
19 C -9.4602 -6.0574 -0.9790  C18 1.533, C20 1.463, H27 1.090, H28 1.090
20 C -9.8120 -5.4663 0.3122  C19 1.463, N21 1.125
21 N -10.1345 -5.0156 1.2911  C20 1.125
22 H -7.7319 -3.9482 -0.4801  C17 1.090
23 H -9.0762 -3.2616 -1.4184  C17 1.090
24 H -7.4028 -3.4856 -2.0991  C17 1.090
25 H -7.5087 -5.8650 -1.8234  C18 1.090
26 H -8.8072 -5.4736 -2.9460  C18 1.090
27 H -9.1244 -7.0600 -0.7141  C19 1.090
28 H -10.4061 -6.1434 -1.5136  C19 1.090
29 C -2.9219 6.8391 -4.4999  C30 1.540, H34 1.090, H35 1.090, H36 1.090
30 C -2.8003 7.9724 -3.4645  C29 1.540, C31 1.493, H37 1.090, H38 1.090
31 C -4.0458 8.2825 -2.7015  C30 1.493, C32 1.503, H39 1.090, H40 1.090
32 C -5.2717 8.4081 -3.5627  C31 1.503, N33 1.160
33 N -6.2439 8.4384 -4.1950  C32 1.160
34 H -1.9957 6.5391 -4.9900  C29 1.090
35 H -3.7444 6.9268 -5.2099  C29 1.090
36 H -3.2009 5.9514 -3.9324  C29 1.090
37 H -2.4289 8.8180 -4.0434  C30 1.090
38 H -2.0756 7.6658 -2.7102  C30 1.090
39 H -3.7579 9.2042 -2.1958  C31 1.090
40 H -4.2789 7.5218 -1.9565  C31 1.090
41 C 4.6382 -4.7277 1.1639  C42 1.514, H46 1.090, H47 1.090, H48 1.090
42 C 5.9413 -4.8775 0.4073  C41 1.514, C43 1.490, H49 1.090, H50 1.090
43 C 7.0978 -4.7766 1.3412  C42 1.490, C44 1.484, H51 1.090, H52 1.090
44 C 7.2797 -5.8810 2.3162  C43 1.484, N45 1.161
45 N 7.3735 -6.7702 3.0568  C44 1.161
46 H 4.4923 -5.4595 1.9584  C41 1.090
47 H 3.8254 -4.8378 0.4460  C41 1.090
48 H 4.5607 -3.7418 1.6224  C41 1.090
49 H 6.1231 -4.2105 -0.4354  C42 1.090
50 H 5.9260 -5.8389 -0.1060  C42 1.090
51 H 6.9905 -3.8814 1.9537  C43 1.090
52 H 7.9694 -4.7125 0.6897  C43 1.090
53 C -1.4043 3.4764 7.8363  C54 1.531, H58 1.090, H59 1.090, H60 1.090
54 C -0.0819 2.8669 8.3085  C53 1.531, C55 1.565, H61 1.090, H62 1.090
55 C 1.2363 3.5098 7.7611  C54 1.565, C56 1.444, H63 1.090, H64 1.090
56 C 1.3645 3.3308 6.3343  C55 1.444, N57 1.195
57 N 1.4676 3.1455 5.1580  C56 1.195
58 H -1.5445 3.5591 6.7585  C53 1.090
59 H -1.3833 4.4880 8.2415  C53 1.090
60 H -2.2458 2.9984 8.3378  C53 1.090
61 H -0.0340 1.7821 8.2132  C54 1.090
62 H -0.0584 3.0903 9.3751  C54 1.090
63 H 2.0714 3.0841 8.3175  C55 1.090
64 H 1.2239 4.5692 8.0172  C55 1.090
65 C 7.0767 6.3459 -1.7778  C66 1.605, H70 1.090, H71 1.090, H72 1.090
66 C 7.0070 5.3963 -0.4859  C65 1.605, C67 1.612, H73 1.090, H74 1.090
67 C 5.5575 5.3228 0.2162  C66 1.612, C68 1.451, H75 1.090, H76 1.090
68 C 4.5620 4.7538 -0.6723  C67 1.451, N69 1.101
69 N 3.8427 4.3624 -1.4086  C68 1.101
70 H 6.4206 6.0373 -2.5917  C65 1.090
71 H 8.0971 6.3169 -2.1600  C65 1.090
72 H 6.8528 7.4057 -1.6559  C65 1.090
73 H 7.7069 5.5685 0.3318  C66 1.090
74 H 7.1741 4.3844 -0.8551  C66 1.090
75 H 5.2684 6.3697 0.3087  C67 1.090
76 H 5.5434 4.7551 1.1466  C67 1.090
77 C 3.1967 -1.6175 -6.1796  C78 1.527, H82 1.090, H83 1.090, H84 1.090
78 C 4.3005 -0.6473 -6.5957  C77 1.527, C79 1.508, H85 1.090, H86 1.090
79 C 4.5768 0.4399 -5.5878  C78 1.508, C80 1.467, H87 1.090, H88 1.090
80 C 5.1605 -0.0681 -4.3417  C79 1.467, N81 1.155
81 N 5.5978 -0.5363 -3.3806  C80 1.155
82 H 2.8503 -2.3820 -6.8750  C77 1.090
83 H 2.3776 -1.0076 -5.7985  C77 1.090
84 H 3.5692 -2.2190 -5.3503  C77 1.090
85 H 3.9071 -0.1732 -7.4950  C78 1.090
86 H 5.2253 -1.1775 -6.8233  C78 1.090
87 H 3.7574 1.0834 -5.2675  C79 1.090
88 H 5.3707 1.0847 -5.9647  C79 1.090
89 C -3.4087 0.9061 -1.4824  C90 1.567, H94 1.090, H95 1.090, H96 1.090
90 C -2.2093 1.8058 -1.0285  C89 1.567, C91 1.590, H97 1.090, H98 1.090
91 C -1.1109 0.9567 -0.2535  C90 1.590, C92 1.432, H99 1.090, H100 1.090
92 C -0.6156 -0.1594 -1.0014  C91 1.432, N93 1.148
93 N -0.2091 -1.0945 -1.5280  C92 1.148
94 H -2.9920 0.1550 -2.1534  C89 1.090
95 H -4.1674 1.4940 -1.9991  C89 1.090
96 H -3.9798 0.3609 -0.7309  C89 1.090
97 H -2.5455 2.5798 -0.3386  C90 1.090
98 H -1.7232 2.1542 -1.9397  C90 1.090
99 H -1.5935 0.5757 0.6466  C91 1.090
100 H -0.2075 1.4748 0.0683  C91 1.090
101 C -4.4197 -1.9943 4.8523  C102 1.531, H106 1.090, H107 1.090, H108 1.090
102 C -5.6076 -2.9419 5.0363  C101 1.531, C103 1.497, H109 1.090, H110 1.090
103 C -5.2888 -4.4035 5.0955  C102 1.497, C104 1.453, H111 1.090, H112 1.090
104 C -4.6331 -4.8447 3.8763  C103 1.453, N105 1.136
105 N -4.0958 -5.1792 2.9329  C104 1.136
106 H -3.7631 -2.1484 3.9960  C101 1.090
107 H -3.6652 -2.0671 5.6357  C101 1.090
108 H -4.7801 -0.9658 4.8368  C101 1.090
109 H -6.4256 -2.8181 4.3266  C102 1.090
110 H -6.0855 -2.6837 5.9813  C102 1.090
111 H -6.1305 -5.0462 5.3533  C103 1.090
112 H -4.5894 -4.4053 5.9315  C103 1.090

Calculated values
**HOMO**: -9.66 eV
**Maximum force**: 7.0 eV Å⁻¹
**Energy**: -58269.245 eV
**M**: 672.968 g mol⁻¹
**SMILES string**: NC(N)=O.NC(N)=O.CCCC#N.CCCC#N.CCCC#N.CCCC#N.CCCC#N.CCCC#N.CCCC#N.CCCC#N
**Kohn-Sham gap**: 0.3613 Eh